ORCA calculation (wB97M-V/def2-TZVPD) on C3HCaLiO4 as an isolated structure.

```
10
Properties=species:S:1:pos:R:3:mulliken_charge:R:1
O 3.053 0.280 -0.167 -0.349
C 1.901 0.508 -0.134 0.658
O 0.918 1.125 -0.079 -0.197
Ca 5.290 0.818 -0.304 0.864
O -0.553 -2.116 0.010 -0.456
C -1.490 -1.191 0.301 -0.384
C -1.901 -0.035 0.208 0.519
O -2.499 1.062 0.033 -0.921
Li -3.547 2.367 0.485 0.910
H -1.172 -2.818 -0.352 0.355
```

The LUMO energy (alpha / beta) comes out at -3.668 / -4.214 eV. As for the HOMO energy (alpha / beta): -9.01 / -9.01 eV. The HOMO-LUMO gap (alpha / beta) is 0.196 / 0.176 hartree. The multiplicity is 2. The total charge is +1. As for the expectation value of S²: 0.7501.